Entry from the OMol25 dataset: a molecular structure, C23H31CaCl2N5O2S (ωB97M-V with the def2-TZVPD basis set).

- E_LUMO (eV) = 0.3
- ΔE to the lowest compared entry with this formula, charge and spin (eV) = 0.0168
- calculated total energy (Ha) = -3315.65268
- highest occupied orbital energy (Eh) = -0.2586

Geometry as XYZ:
```
65
Properties=species:S:1:pos:R:3:forces:R:3
Ca -0.170105 0.045776 -0.099078 0.3 -0.5 -0.2
C -3.306152 0.365031 -0.718562 0.0 -0.1 0.0
N -2.510347 1.039243 0.322742 -0.2 0.1 0.1
C -3.129353 0.747061 1.630584 0.0 0.0 0.0
C -2.232875 0.833024 2.865556 0.0 -0.1 0.0
C -1.257956 -0.337352 3.057122 -0.1 0.1 0.0
N -0.018628 -0.155712 2.313250 0.0 0.1 0.3
C 1.049272 -0.063544 3.025358 0.0 0.0 -0.1
C 2.406212 0.171370 2.597063 -0.1 0.0 0.0
C 3.355807 0.394814 3.615300 0.0 0.0 0.0
C 4.669885 0.670686 3.344489 0.1 0.0 -0.1
C 5.076310 0.720717 1.997530 0.0 0.0 0.1
C 4.187930 0.490632 0.982313 0.0 -0.1 0.0
C 2.813804 0.195590 1.227945 0.2 0.0 -0.1
O 2.026962 -0.037031 0.245176 -0.3 0.1 0.1
C -2.565488 2.478723 -0.010291 0.0 0.0 0.0
C -1.665688 3.452508 0.742566 0.0 0.0 -0.1
C -0.153121 3.212946 0.576223 0.0 -0.1 0.1
N 0.129084 2.355421 -0.559601 0.1 0.2 0.0
C 0.929643 2.753359 -1.465886 0.0 -0.1 -0.1
C 1.385501 1.993412 -2.622159 0.0 0.0 0.0
C 2.392821 2.606787 -3.385863 0.0 0.0 0.1
C 2.949301 2.016352 -4.494631 0.0 -0.1 -0.1
C 2.473166 0.758842 -4.879784 0.0 0.1 0.0
C 1.478712 0.138128 -4.164401 -0.1 0.0 0.0
C 0.897159 0.710974 -3.006486 0.0 -0.1 -0.2
O -0.042921 0.061186 -2.374911 0.0 0.1 0.2
H -4.339066 0.740450 -0.732340 0.0 0.0 0.0
H -3.323280 -0.708108 -0.541008 0.0 0.0 0.0
H -2.856344 0.543424 -1.696703 0.0 0.0 0.0
H -3.510869 -0.276136 1.584369 0.0 0.0 0.0
H -4.008147 1.396474 1.763319 0.0 0.0 0.0
H -2.903087 0.854748 3.729431 0.0 0.0 0.0
H -1.665876 1.763857 2.897104 0.0 0.0 0.0
H -1.739533 -1.265523 2.727848 0.0 0.0 0.0
H -1.056014 -0.443893 4.129992 0.1 0.0 0.0
H 0.942025 -0.153317 4.114796 0.0 0.0 0.0
H 3.018290 0.349570 4.646392 0.0 0.0 0.0
H 5.377928 0.842756 4.143265 0.0 0.0 0.0
H 6.110829 0.939198 1.758772 0.0 0.0 0.0
H 4.499032 0.514365 -0.055193 0.0 0.0 0.0
H -3.605912 2.821964 0.100453 0.0 0.0 0.0
H -2.315896 2.557469 -1.068512 0.0 0.0 0.0
H -1.925670 3.505356 1.799883 0.0 0.0 0.0
H -1.914272 4.433478 0.328556 0.0 0.0 0.0
H 0.243482 2.703409 1.462486 0.0 0.0 0.0
H 0.368773 4.174528 0.508779 0.0 0.0 0.0
H 1.359166 3.761806 -1.398621 0.0 0.0 0.0
H 2.744119 3.583431 -3.069018 0.0 0.0 0.0
H 3.731647 2.510795 -5.053225 0.0 0.0 0.0
H 2.887743 0.267792 -5.752134 0.0 0.0 0.0
H 1.106551 -0.830385 -4.478264 0.0 0.0 0.0
N -1.111140 -4.656864 -1.765914 0.0 0.0 0.0
C -0.996830 -3.316433 -1.603718 0.1 0.0 0.0
N -0.558715 -2.614572 -2.637542 0.0 0.0 0.0
S -1.382177 -2.648549 -0.090676 0.0 0.0 -0.1
H -1.100334 -5.061251 -2.687512 0.0 0.0 0.0
H -1.593550 -5.160300 -1.042483 0.0 0.0 0.0
H -0.263927 -3.097135 -3.471147 0.0 0.0 0.0
H -0.362016 -1.593610 -2.576706 0.0 0.0 0.0
Cl 2.295808 -3.073326 -0.061418 0.0 0.0 0.0
C 1.734531 -4.663881 0.450823 0.0 0.1 0.0
Cl 2.626523 -5.280210 1.854009 0.0 0.0 0.0
H 1.869722 -5.363746 -0.364736 0.0 0.0 0.0
H 0.691051 -4.565876 0.729427 0.0 0.0 0.0
```
Positions in Å, forces in eV/Å.

Mulliken atomic charge list, values in e, 8 entries: 1.77, -1.32, 0.93, -1.00, -0.47, -1.21, 0.37, -0.44


Entry from the OMol25 dataset: 2 unconnected molecules or ions with the total composition C2H2F2S in a non-equilibrium geometry (ωB97M-V with the def2-TZVPD basis set).

- E_LUMO (eV) = -0.1
- ΔE to the lowest compared entry with this formula, charge and spin (eV) = 2.3237
- calculated total energy (Ha) = -675.21240
- highest occupied orbital energy (Eh) = -0.3409

Geometry as XYZ:
```
7
Properties=species:S:1:pos:R:3:forces:R:3
C 1.161790 -0.186502 0.260216 -4.4 0.4 -0.6
C -0.896719 0.204344 -0.070184 3.7 3.5 -1.4
F 1.840706 0.315378 -0.738642 0.0 0.0 0.3
F -1.003847 0.242761 -1.446046 0.1 -0.1 0.7
S 1.598237 -1.188605 1.397724 0.4 0.2 0.0
H -1.287630 1.212429 0.318925 1.1 -1.5 -0.2
H -1.412537 -0.599805 0.278007 -1.0 -2.5 1.3
```
Positions in Å, forces in eV/Å.

Quick look at the Mulliken charges, all values in e: 0.29, -0.15, -0.15, -0.25, -0.22, 0.21, 0.26


Entry from the OMol25 dataset: 2 unconnected molecules or ions with the total composition C4H6P2 in a non-equilibrium geometry (ωB97M-V with the def2-TZVPD basis set).

- E_LUMO (eV) = 0.3
- ΔE to the lowest compared entry with this formula, charge and spin (eV) = 1.9118
- calculated total energy (Ha) = -838.58589
- highest occupied orbital energy (Eh) = -0.3160

Geometry as XYZ:
```
12
Properties=species:S:1:pos:R:3:forces:R:3
C -0.388073 -0.594376 -1.233448 1.1 -1.2 -1.7
C 0.322435 -0.384010 1.269833 -1.3 -0.7 1.9
C -1.526503 0.280757 -1.079374 -0.4 0.3 0.1
C 1.571344 0.303243 1.041447 0.5 0.2 -0.3
P 0.726393 -1.544631 -1.760603 -0.8 0.7 0.4
P -0.923948 -1.053820 1.918584 0.9 0.4 -0.5
H -1.232671 1.237637 -0.645708 -0.1 0.0 0.0
H -2.274722 -0.172582 -0.428936 0.0 0.1 0.0
H -1.975300 0.460214 -2.057802 0.0 0.0 0.0
H 2.053837 -0.018827 0.118252 0.0 0.0 0.1
H 2.248384 0.107110 1.875392 0.0 0.1 0.0
H 1.398824 1.379284 0.982364 0.1 0.1 0.0
```
Positions in Å, forces in eV/Å.

Mulliken atomic charge list, values in e, 8 entries: 0.28, 0.22, -0.82, -0.67, -0.31, -0.32, 0.27, 0.26


Entry from the OMol25 dataset: 2 unconnected molecules or ions with the total composition C4H11N3O in a non-equilibrium geometry (ωB97M-V with the def2-TZVPD basis set).

- E_LUMO (eV) = 0.7
- ΔE to the lowest compared entry with this formula, charge and spin (eV) = 3.2468
- calculated total energy (Ha) = -398.43485
- highest occupied orbital energy (Eh) = -0.2749

Geometry as XYZ:
```
19
Properties=species:S:1:pos:R:3:forces:R:3
C 2.376243 0.180465 -0.545755 -1.0 0.2 0.4
N 1.199374 -0.642071 -0.330962 -0.9 -0.4 -0.3
C -0.038109 -0.465907 -0.996439 3.2 -2.4 -2.2
C -0.798345 -1.545569 -1.335017 -0.8 1.2 1.0
H 1.287984 -1.488573 0.223487 0.0 0.6 -0.3
H -0.011986 0.367932 -1.696591 -0.2 0.2 0.4
H 2.501893 0.432265 -1.602267 0.1 -0.1 0.0
H 3.270571 -0.330369 -0.182020 -0.2 0.0 -0.1
H 2.246336 1.113372 0.008607 0.4 0.2 0.0
H -0.881349 -2.396428 -0.667539 0.4 -0.3 -0.3
H -1.496146 -1.497114 -2.161439 -0.3 0.2 0.3
C -0.900591 0.726270 1.082730 2.2 1.3 5.9
N -2.209992 0.321790 1.149590 -0.8 -1.3 -0.9
O -0.764307 1.996138 0.621464 0.1 0.0 -1.4
N -0.006658 0.294372 1.964798 -2.2 0.7 -2.3
H -1.640960 2.324072 0.375947 0.1 0.0 0.0
H -2.534647 0.026229 0.232742 -0.3 0.0 0.1
H -2.288932 -0.456094 1.796769 0.0 0.1 -0.1
H 0.689622 1.039219 2.061893 0.0 -0.4 -0.2
```
Positions in Å, forces in eV/Å.

Mulliken atomic charge list, values in e, 8 entries: -0.89, -0.14, -0.05, -0.93, 0.21, 0.33, 0.30, 0.31


Entry from the OMol25 dataset: a gas-phase ion, C4H10NOS (charge -1) in a non-equilibrium geometry (ωB97M-V with the def2-TZVPD basis set).

- E_LUMO (eV) = 3.5
- net charge = -1
- ΔE to the lowest compared entry with this formula, charge and spin (eV) = 4.8462
- calculated total energy (Ha) = -686.48652
- highest occupied orbital energy (Eh) = -0.1136

Geometry as XYZ:
```
17
Properties=species:S:1:pos:R:3:forces:R:3
C 0.023780 -1.236554 1.689775 -1.6 -1.1 -2.3
C -0.109191 -0.287628 0.426351 3.9 -0.1 1.2
C -1.217997 -0.625964 -0.576630 0.1 -0.5 -1.5
S -2.799803 0.366641 -0.419906 2.3 1.3 0.8
N 1.182153 -0.252146 -0.369771 0.3 3.3 -2.4
C 1.267466 1.390682 -1.082557 -1.4 -1.3 -1.3
O 0.265826 1.594549 -1.913340 0.8 0.3 1.1
H -0.991717 -1.203111 2.041197 -0.6 -0.5 0.7
H 0.301785 -2.318105 1.487644 -0.6 1.2 -0.5
H 0.657804 -1.030300 2.494163 1.2 1.4 0.9
H -0.286422 0.766486 0.775326 0.0 -0.8 0.0
H -0.718343 -0.294965 -1.553116 -1.1 -0.6 1.2
H -1.517807 -1.725587 -0.581617 0.5 1.3 0.0
H -1.998160 1.556907 -0.149519 -1.5 -1.7 -0.7
H 2.237798 -0.237064 -0.450068 -1.9 -1.1 2.2
H 1.423145 2.126219 -0.260018 -0.6 -0.4 0.7
H 2.279681 1.409943 -1.557916 0.2 -0.7 -0.1
```
Positions in Å, forces in eV/Å.

Mulliken atomic charge list, values in e, 8 entries: -1.41, 0.52, -0.72, -0.32, -0.73, -0.43, -0.79, 0.34


Entry from the OMol25 dataset: a single CH5ClNP molecule in a non-equilibrium geometry (ωB97M-V with the def2-TZVPD basis set).

- E_LUMO (eV) = 1.1
- ΔE to the lowest compared entry with this formula, charge and spin (eV) = 0.3001
- calculated total energy (Ha) = -897.42195
- highest occupied orbital energy (Eh) = -0.3327

Geometry as XYZ:
```
9
Properties=species:S:1:pos:R:3:forces:R:3
C -0.092073 -1.133734 0.074079 -0.1 -0.8 -0.8
N 0.349716 1.439807 -0.203403 0.9 -0.3 0.3
P 0.936960 0.191126 0.902122 -1.0 0.1 -1.3
Cl 2.833622 -0.176270 0.084924 -0.4 0.0 0.0
H 0.190334 -2.215948 0.313335 -0.8 1.5 0.6
H 0.047271 -1.170857 -1.041406 -0.1 0.7 0.9
H -1.175296 -0.764998 0.278931 1.7 -1.2 -0.2
H 1.084938 1.741013 -0.852373 -0.5 -0.1 0.3
H -0.060527 2.242628 0.260967 0.3 0.0 0.1
```
Positions in Å, forces in eV/Å.

Mulliken atomic charge list, values in e, 8 entries: -0.86, -0.56, 0.30, -0.26, 0.31, 0.29, 0.28, 0.25


Entry from the OMol25 dataset: a single C6H12 molecule (ωB97M-V with the def2-TZVPD basis set).

- E_LUMO (eV) = 1.2
- ΔE to the lowest compared entry with this formula, charge and spin (eV) = 0.8528
- calculated total energy (Ha) = -235.78688
- highest occupied orbital energy (Eh) = -0.3782

Geometry as XYZ:
```
18
Properties=species:S:1:pos:R:3:forces:R:3
C -2.133056 0.355507 0.541278 0.0 0.0 0.0
C -1.063292 0.334820 -0.538525 -0.1 0.0 0.0
C 0.205540 1.176265 -0.251966 0.0 0.2 0.0
C 1.096017 -0.065887 -0.502950 0.1 0.0 0.0
C 2.066017 -0.425770 0.611705 0.0 0.0 0.0
C -0.180833 -0.936663 -0.626746 0.0 -0.1 0.0
H -1.690143 0.139381 1.522184 -0.1 0.0 -0.1
H -2.913235 -0.391959 0.354395 0.1 0.1 0.0
H -2.613471 1.339370 0.603210 0.1 -0.1 0.0
H -1.509975 0.583978 -1.508149 0.1 0.0 0.1
H 0.253081 1.519279 0.789501 0.0 0.0 -0.1
H 0.376681 2.038285 -0.904235 0.0 -0.1 0.1
H 1.632929 0.002375 -1.456289 -0.1 0.0 0.1
H 2.524958 -1.408081 0.449438 -0.1 0.1 0.0
H 2.870187 0.315107 0.694010 -0.1 -0.1 0.0
H 1.544696 -0.457104 1.577275 0.1 0.0 -0.1
H -0.273945 -1.516088 -1.551240 0.0 0.1 0.2
H -0.321925 -1.620151 0.220244 0.0 0.1 -0.1
```
Positions in Å, forces in eV/Å.

Mulliken atomic charge list, values in e, 8 entries: -1.56, 0.65, -1.10, 0.65, -1.56, -1.06, 0.33, 0.37


Entry from the OMol25 dataset: 3 unconnected molecules or ions with the total composition C3H11O3 in a non-equilibrium geometry (ωB97M-V with the def2-TZVPD basis set).

- E_LUMO (eV) = 4.2
- net charge = -1
- ΔE to the lowest compared entry with this formula, charge and spin (eV) = 0.6469
- calculated total energy (Ha) = -346.62867
- highest occupied orbital energy (Eh) = -0.1267

Geometry as XYZ:
```
17
Properties=species:S:1:pos:R:3:forces:R:3
C -0.130412 -0.747452 0.146348 1.6 0.6 1.0
O 1.008813 -0.254848 -0.423291 -0.3 -0.1 -0.8
C -1.200818 0.311742 0.467442 -0.6 0.6 0.7
C -2.174755 -0.277145 1.517744 -0.3 -0.1 -0.8
H 0.194681 -1.243310 1.120325 -0.8 0.1 -0.4
H -0.654544 -1.517370 -0.449133 -0.1 -0.3 -0.1
H -1.635355 0.730279 -0.452821 -0.4 -0.7 0.0
H -0.852407 1.257269 0.909669 0.9 -0.5 0.1
H -2.626364 0.477702 2.169452 0.1 -0.1 0.0
H -1.573617 -0.986240 2.081304 -0.1 0.1 0.5
H -2.984303 -0.882705 1.095405 0.0 0.1 -0.1
H 4.099906 0.259772 -0.284120 -0.3 0.0 0.1
H 2.738126 -0.384686 -0.721966 -0.3 0.0 0.3
O 3.714010 -0.384348 -0.880926 0.3 -0.1 -0.3
H 1.330193 1.621212 -2.047461 0.2 0.1 0.1
H 0.313849 0.559805 -1.905577 0.5 1.0 0.1
O 0.432989 1.460316 -2.342386 -0.5 -0.7 -0.4
```
Positions in Å, forces in eV/Å.

Mulliken atomic charge list, values in e, 8 entries: -0.67, -0.91, -0.20, -1.07, 0.27, 0.18, 0.29, 0.22


Entry from the OMol25 dataset: a single C7H12N2O2 molecule in a non-equilibrium geometry (ωB97M-V with the def2-TZVPD basis set).

- E_LUMO (alpha / beta) (eV) = 0.6 / -3.2
- ΔE to the lowest compared entry with this formula, charge and spin (eV) = 0.8171
- 2S+1 = 3
- <S²> = 2.007
- calculated total energy (Ha) = -533.69425
- highest occupied orbital energy (alpha / beta) (Eh) = -0.2465 / -0.3868

Geometry as XYZ:
```
23
Properties=species:S:1:pos:R:3:forces:R:3
C 2.189532 -0.931843 0.182248 -0.3 -0.3 -0.2
C 0.289902 0.534499 0.618346 1.1 -1.8 -2.6
C -0.558437 -1.575959 -0.309076 -3.0 -1.5 -2.9
C -2.027677 -0.162198 1.432111 -1.6 0.6 -0.7
C -1.615606 0.606131 -0.855079 1.8 1.3 0.2
C 1.558902 0.322400 -0.285955 1.1 0.3 1.1
C -0.979504 -0.224517 0.284548 -1.0 0.2 -0.9
N 2.817648 -1.815610 0.542717 0.3 -0.8 0.3
N 2.632662 1.243331 0.006009 0.7 0.7 0.5
O 0.447617 1.373698 1.533554 -0.2 1.7 1.8
O 1.450389 0.283437 -1.683294 -4.0 -0.3 1.3
H -1.551901 -2.213227 -0.641006 2.0 1.6 1.3
H 0.016220 -2.238663 0.341286 0.2 0.3 -0.4
H -0.174599 -1.400964 -1.412628 0.1 -0.5 2.6
H -2.290113 -1.109089 1.890444 0.1 -0.3 -0.2
H -1.563879 0.428506 2.184254 -0.1 0.6 1.0
H -3.060836 0.381299 1.114842 2.6 -1.3 0.6
H -2.514451 0.094189 -1.120416 -0.9 0.1 -0.3
H -1.778459 1.668638 -0.380568 0.1 -1.9 -1.6
H -0.880584 0.548372 -1.726356 -1.2 0.8 1.0
H 2.708277 2.016799 -0.601521 -0.4 0.7 -1.6
H 2.587256 1.743242 0.869295 -0.2 -0.5 1.1
H 2.297632 0.427525 -1.983748 3.1 0.4 -1.3
```
Positions in Å, forces in eV/Å.

Mulliken atomic charge list, values in e, 8 entries: 0.07, -0.43, -1.67, -1.42, -1.65, 1.26, 2.08, -0.53


> Which of these has the lowest ΔE to the lowest compared entry with this formula, charge and spin?

C23H31CaCl2N5O2S


> Number 2 is which compound?

C2H2F2S


> What is the calculated total energy in the sixth record?

-897.42195 Ha